(1)
Here is 2 unconnected molecules or ions with the total composition C4H14NO at a distorted geometry from OMol25. Energies are from the ωB97M-V functional and the def2-TZVPD basis.

Geometry as XYZ:
```
20
Properties=species:S:1:pos:R:3:forces:R:3:lowdin_charge:R:1
C -0.0546 -0.8440 -0.4559 -2.006 2.647 -1.541 -0.110
C 0.7731 0.3338 -0.0504 1.800 1.683 0.185 -0.417
C 1.7630 -0.2388 0.9663 2.851 -0.050 -2.390 -0.074
C 1.6417 1.0526 -1.2616 -1.972 -0.161 1.215 -0.028
N -1.3470 -0.1422 -1.0732 -1.295 -0.580 3.674 0.162
H 0.3043 -1.2663 -1.3522 0.978 -1.320 -0.535 0.118
H -0.3515 -1.5212 0.3348 -0.137 0.002 -0.130 0.126
H 0.1166 1.0825 0.4621 0.525 -0.352 -0.511 0.127
H 2.0117 -1.2069 0.5178 0.307 -0.254 0.177 0.082
H 2.8211 0.2391 0.9960 -2.157 -0.261 0.369 0.131
H 1.3487 -0.4974 1.8882 -0.561 0.151 1.721 0.057
H 1.0033 1.4920 -2.0921 0.654 -0.749 0.884 0.080
H 2.3274 0.2785 -1.6426 -0.092 0.614 0.040 0.083
H 2.1470 1.9251 -0.7872 -0.056 -0.868 -0.459 0.087
H -1.7601 0.4972 -0.2493 0.968 -1.559 -2.455 0.182
H -1.1789 0.2814 -1.9632 0.401 0.884 -0.371 0.136
H -2.0619 -0.8484 -1.2392 -0.192 -0.042 0.054 0.152
H -2.0765 -0.9135 2.1912 0.157 0.505 0.607 0.064
H -1.9858 0.7345 2.0474 -0.335 -1.795 0.271 0.095
O -2.2469 -0.1378 1.6513 0.162 1.503 -0.803 -0.054
```
Forces are in eV/Å.

Highest occupied orbital energy ... -15.6 eV
Net charge ... +1
Relative energy (zero: lowest compared OMol25 entry of this formula, charge and spin) ... 149.0 kJ/mol
Lowest unoccupied orbital energy ... -3.34 eV
Orbital gap ... 12.307 eV
Multiplicity ... 1

(2)
Here is a single C5H9NO molecule from OMol25. Energies are from the ωB97M-V functional and the def2-TZVPD basis.

Geometry as XYZ:
```
16
Properties=species:S:1:pos:R:3:forces:R:3:lowdin_charge:R:1
C 1.4753 1.7164 1.7150 0.083 -0.009 0.098 -0.110
C 0.4005 1.6331 0.6655 -0.172 -0.098 -0.022 -0.148
C -0.4251 0.6236 0.5435 -0.134 -0.192 -0.153 -0.133
N -1.2238 -0.2987 0.4266 0.410 0.543 0.017 0.132
C -0.9629 -1.4019 -0.5086 0.340 -0.114 -0.059 -0.477
C 0.0359 -1.1208 -1.6154 -0.005 0.008 -0.009 -0.043
O -2.1769 -1.7216 -1.1307 -0.249 -0.121 0.155 -0.027
H 2.4682 1.8250 1.2643 -0.148 -0.008 0.057 0.069
H 1.4821 0.8200 2.3417 0.007 0.138 -0.091 0.075
H 1.3059 2.5823 2.3640 0.067 -0.116 -0.062 0.070
H 0.2635 2.4540 -0.0332 -0.008 -0.052 0.120 0.105
H -0.6022 -2.2369 0.1124 -0.117 0.080 -0.073 0.142
H -0.3236 -0.3033 -2.2485 0.034 -0.097 0.123 0.090
H 1.0248 -0.8636 -1.2245 -0.177 -0.060 0.003 0.079
H 0.1158 -2.0230 -2.2266 0.048 0.125 0.029 0.083
H -2.8575 -1.6845 -0.4455 0.020 -0.028 -0.134 0.094
```
Forces are in eV/Å.

Highest occupied orbital energy ... -8.7 eV
SMILES ... CC=C=N[C@H](C)O
Relative energy (zero: lowest compared OMol25 entry of this formula, charge and spin) ... 198.4 kJ/mol
Lowest unoccupied orbital energy ... 0.87 eV
Orbital gap ... 9.600 eV
Multiplicity ... 1

(3)
Here is a single C22H25NO molecule from OMol25. Energies are from the ωB97M-V functional and the def2-TZVPD basis.

Geometry as XYZ:
```
49
Properties=species:S:1:pos:R:3:forces:R:3:lowdin_charge:R:1
C -6.3482 0.6043 3.3108 0.067 0.005 0.055 -0.054
C -5.2339 0.4645 2.3186 -0.011 -0.036 -0.044 -0.280
C -4.6984 -0.7820 2.0210 -0.045 0.065 -0.037 -0.052
C -3.6495 -0.8938 1.1313 0.094 0.089 -0.045 -0.018
C -3.1122 0.2333 0.5197 -0.190 0.023 0.321 -0.196
N -2.0412 0.0544 -0.3862 -0.329 -0.256 -0.183 0.132
C -0.8265 0.6700 -0.3230 0.261 -0.187 -0.307 -0.430
O -0.5424 1.5291 0.4825 0.040 0.124 0.202 0.087
C 0.1315 0.1419 -1.3704 -0.025 0.262 0.069 -0.146
C 0.8950 -1.1192 -0.9085 -0.120 -0.437 0.064 -0.204
C 1.4309 -1.8261 -2.1508 0.086 -0.045 -0.017 -0.143
C 2.4433 -0.9418 -2.8930 -0.017 -0.042 -0.219 -0.162
C 2.1677 0.5597 -2.7237 0.071 -0.065 -0.012 -0.139
C 1.5007 0.8415 -1.3823 -0.024 0.392 -0.056 -0.204
C 1.9394 -0.1639 -0.2945 0.078 0.058 0.296 -0.172
C 3.3681 -0.5684 -0.1248 0.016 0.013 0.158 -0.197
C 3.6991 -1.8657 0.2497 -0.020 0.085 -0.023 -0.038
C 5.0206 -2.2309 0.4332 0.047 -0.105 0.032 -0.082
C 6.0306 -1.3011 0.2552 0.113 -0.033 0.009 -0.097
C 5.7091 0.0000 -0.0925 0.101 0.058 -0.008 -0.080
C 4.3877 0.3647 -0.2762 -0.075 -0.066 0.012 -0.035
C -3.6602 1.4928 0.7725 0.088 -0.053 -0.074 -0.195
C -3.1686 2.7180 0.0720 0.102 0.091 0.084 -0.038
C -4.7066 1.5779 1.6815 0.032 -0.174 0.029 -0.003
H -6.9691 1.4665 3.0792 -0.084 0.037 0.025 0.075
H -5.9382 0.7436 4.3117 -0.061 0.014 0.091 0.084
H -6.9709 -0.2873 3.3238 -0.083 -0.023 0.034 0.075
H -5.1005 -1.6681 2.4903 -0.053 -0.092 0.043 0.109
H -3.2324 -1.8661 0.9066 0.077 -0.082 0.004 0.110
H -2.0892 -0.7883 -0.9421 0.077 0.179 -0.018 0.148
H -0.3795 0.0596 -2.3331 -0.007 -0.026 -0.019 0.153
H 0.3722 -1.8086 -0.2411 -0.020 0.002 0.005 0.144
H 1.9128 -2.7663 -1.8770 -0.029 -0.043 -0.025 0.107
H 0.5872 -2.0712 -2.8027 -0.020 -0.065 0.039 0.113
H 3.4384 -1.1562 -2.5030 -0.036 -0.014 -0.097 0.102
H 2.4517 -1.2004 -3.9533 0.082 -0.026 0.016 0.110
H 3.1088 1.1052 -2.8074 -0.003 0.042 -0.043 0.108
H 1.5100 0.9212 -3.5189 0.029 0.076 -0.007 0.114
H 1.5066 1.8994 -1.1221 -0.036 -0.009 0.017 0.146
H 1.5692 0.1949 0.6716 -0.041 -0.005 -0.131 0.158
H 2.9152 -2.5931 0.4025 -0.104 -0.094 -0.005 0.115
H 5.2634 -3.2445 0.7189 0.020 -0.073 0.022 0.101
H 7.0627 -1.5870 0.3953 0.075 -0.019 0.009 0.098
H 6.4919 0.7342 -0.2186 0.059 0.055 -0.008 0.102
H 4.1406 1.3834 -0.5349 -0.034 0.134 -0.058 0.117
H -2.1950 3.0070 0.4666 -0.035 0.065 -0.062 0.073
H -3.0442 2.5247 -0.9931 0.022 0.044 -0.089 0.087
H -3.8641 3.5425 0.2063 -0.080 0.034 -0.046 0.077
H -5.1320 2.5500 1.8885 -0.054 0.123 -0.001 0.117
```
Forces are in eV/Å.

Highest occupied orbital energy ... -8.5 eV
SMILES ... Cc1ccc(NC(=O)[C@@H]2[C@H]3CCC[C@@H]2[C@@H]3c2ccccc2)c(C)c1
Relative energy (zero: lowest compared OMol25 entry of this formula, charge and spin) ... 21.6 kJ/mol
Lowest unoccupied orbital energy ... 0.71 eV
Orbital gap ... 9.206 eV
Multiplicity ... 1

(4)
Here is 2 unconnected molecules or ions with the total composition C6H5N3O2S2 at a distorted geometry from OMol25. Energies are from the ωB97M-V functional and the def2-TZVPD basis.

Geometry as XYZ:
```
18
Properties=species:S:1:pos:R:3:forces:R:3:lowdin_charge:R:1
C -1.9172 -1.6750 -0.8751 -0.399 -0.033 0.774 -0.064
C -3.9988 -1.5944 -0.0596 -2.094 0.703 0.631 -0.214
C -1.7383 -0.2843 -0.6360 -1.820 2.448 1.683 -0.210
C -0.7727 0.6137 -0.7580 0.969 0.432 -0.421 -0.129
C -2.9367 0.4388 0.1085 2.048 -1.141 -2.228 -0.350
C 2.3202 1.1775 0.1955 0.361 -4.058 -0.483 -0.388
N -2.9550 -2.3505 -0.4509 2.111 -0.861 -1.800 0.107
N -4.0296 -0.3628 0.2146 -0.949 2.860 1.237 0.124
N -2.8409 1.6907 0.3187 0.012 0.959 0.755 0.013
O -1.2933 3.2325 -1.1125 -0.192 0.168 0.130 -0.272
O -0.5186 2.4590 1.1200 0.162 0.402 0.469 -0.293
S 1.7158 0.2232 -1.2281 0.262 -0.381 0.209 0.799
S -1.2708 2.2627 -0.0721 -1.208 -3.147 -0.779 0.613
H -1.0691 -2.0623 -1.4015 0.121 -1.339 -0.154 0.116
H -5.0599 -1.9126 0.0108 1.098 -1.388 -0.276 0.132
H 2.7143 0.5063 0.9969 0.158 0.533 -0.903 0.083
H 1.4986 1.6265 0.5433 -2.839 2.091 1.643 -0.068
H 2.9667 1.8136 -0.2745 2.200 1.753 -0.491 -0.001
```
Forces are in eV/Å.

Highest occupied orbital energy (alpha / beta) ... -8.6 / -9.6 eV
Relative energy (zero: lowest compared OMol25 entry of this formula, charge and spin) ... 0.0 kJ/mol
Lowest unoccupied orbital energy (alpha / beta) ... -2.01 / -3.19 eV
Orbital gap (alpha / beta) ... 6.567 / 6.446 eV
Multiplicity ... 3

The lowest relative energy (zero: lowest compared OMol25 entry of this formula, charge and spin) belongs to which entry?
C6H5N3O2S2